(1)
This record from the OMol25 dataset describes a 5-piece molecular cluster, C19H41O12PS2 overall. The level of theory is wB97M-V/def2-TZVPD.

Atoms and positions in Å:
H 4.516 1.030 -7.427
H -1.494 -2.869 5.196
H -1.280 4.684 -0.926
H 5.510 2.163 1.813
O -2.312 4.894 -3.228
H 6.381 0.485 1.678
H -4.460 -6.100 0.751
C 4.030 0.361 2.069
C -2.815 6.860 -4.961
H 0.860 -4.299 9.097
C -4.407 -6.024 1.842
C -0.537 -4.510 6.931
P 0.123 0.514 2.354
H -3.772 6.494 -4.575
H -1.213 -5.580 3.754
H -3.422 -6.336 2.203
C 0.506 4.126 -2.039
H 3.549 1.199 2.765
O 0.379 -3.752 6.652
O 2.134 2.156 -7.501
O -0.584 -5.340 8.002
C 3.077 -0.025 -6.192
H -0.823 1.748 -0.041
O -1.673 -4.688 6.211
H -2.986 7.831 -5.436
C 1.198 -0.764 1.423
C 2.131 2.137 -6.280
C 0.596 -5.320 8.801
O -1.868 7.041 -3.911
H -3.059 -1.910 -0.133
O -2.688 -4.035 1.383
H 2.195 4.804 -6.609
H 2.412 -0.313 -7.015
H 1.319 -1.725 2.101
H -1.099 -3.991 2.958
H 0.171 5.592 -0.506
O 2.563 1.117 -5.496
C 4.493 0.232 -6.678
H -3.652 -0.615 2.583
S -0.110 2.253 1.093
H 4.920 -0.670 -7.124
O -4.201 -2.557 2.282
H 1.421 -5.789 8.256
O 1.716 3.142 -5.469
C 1.318 4.320 -6.168
H -0.029 3.630 -2.855
C -3.754 -3.787 1.923
O -4.711 -4.692 2.248
H -4.460 -0.908 0.219
H 3.083 -0.856 -5.478
C -0.378 5.146 -1.342
C -3.420 -1.096 0.504
H 0.843 3.360 -1.335
C 5.380 1.057 1.413
H 5.340 1.127 0.227
H 4.324 -0.538 2.785
H 1.381 4.612 -2.483
H -2.825 -0.204 0.289
H 0.404 -5.901 9.707
O -0.717 6.217 -2.233
H 5.132 0.556 -5.850
H 0.554 -1.127 0.486
C -1.700 5.946 -3.129
H 0.573 4.093 -6.938
C -1.775 -3.912 5.011
S 2.802 -0.093 0.727
H 0.122 -4.502 4.138
H 0.868 5.007 -5.446
H -2.831 -3.914 4.720
H -2.412 6.173 -5.711
C -0.945 -4.528 3.898
H 0.868 1.011 3.502
H -2.296 -1.695 2.269
H -5.158 -6.691 2.273
C -3.326 -1.464 1.974

SMILES: CCOC(=O)OC.CCOC(=O)OC.CCOC(=O)OC.CCOC(=O)OC.CCSCPS
DFT total energy, Ha: -2789.1197



(2)
This record from the OMol25 dataset describes C19H42B3F4N4O4V as an isolated structure. The level of theory is wB97M-V/def2-TZVPD.

Atoms and positions in Å:
O 2.221 -0.049 0.736
C -2.000 3.091 -0.507
H 5.894 1.742 2.700
H -1.889 2.436 -1.360
H 2.558 -4.905 -5.373
C -6.753 5.670 1.262
H 2.375 -4.738 -0.751
H -8.337 7.205 3.011
H 0.525 -2.398 0.255
H 2.062 -3.154 -1.539
H -7.738 5.291 1.028
H -3.416 7.425 1.653
B 3.571 -2.464 2.573
C -0.824 4.332 1.070
F 4.276 -1.265 2.300
H 3.729 -3.705 -1.233
H -1.143 -2.550 0.796
H 0.316 -7.000 -5.227
O 0.279 -5.018 1.005
C 1.704 -5.013 -3.410
H 0.868 2.989 -1.072
H -0.375 -2.816 3.077
C -0.104 -4.571 2.021
H 2.834 -7.225 -3.642
C -1.939 5.080 1.356
H 3.149 -7.359 -5.352
N 0.205 -3.099 2.290
H 0.954 2.642 0.717
H 2.702 0.951 -1.541
C -5.456 7.510 1.919
H 4.283 1.088 2.175
B 3.435 1.803 -1.244
F 2.448 -2.100 3.366
C -1.068 -5.254 2.955
O 4.373 -1.034 -0.459
H 3.484 2.605 -2.071
H 0.146 4.512 1.513
H 3.130 2.268 -0.261
H 0.210 -5.401 -5.891
C -3.178 3.795 -0.253
N -0.875 3.322 0.177
H -1.312 -6.204 2.487
H -0.675 -5.416 3.958
H 1.190 -3.023 2.596
H -1.909 5.797 2.164
B 5.306 1.365 1.785
C -5.640 4.972 0.838
C -4.390 5.557 0.998
H -4.034 3.675 -0.897
H 5.830 0.455 1.365
H 1.093 -4.122 -3.583
H -5.814 3.969 0.480
C 0.921 -6.179 -5.605
H -7.720 8.685 2.261
C 2.047 -5.621 -4.729
H 1.090 -5.717 -2.827
O 2.891 -4.715 -2.740
H 4.007 -6.404 -4.423
F 4.350 -3.426 3.177
F 3.061 -2.946 1.341
H 5.234 2.161 0.947
N -6.655 6.933 1.745
C -4.319 6.845 1.517
H -1.998 -4.686 3.027
C 2.723 -4.021 -1.497
V 3.801 0.148 0.421
N 3.051 -6.765 -4.528
H -8.566 7.557 1.236
H 1.406 -6.391 -6.560
H 0.233 1.510 -0.158
C -7.915 7.627 2.104
C -3.147 4.780 0.732
H 0.008 -1.209 1.424
H -5.459 8.477 2.401
C 0.359 2.594 -0.201
C -0.146 -2.232 1.092
H 4.457 1.332 -1.115

Relative energy (zero: lowest compared OMol25 entry of this formula, charge and spin), kJ/mol: 0.00
Net charge: +2



(3)
This record from the OMol25 dataset describes C19H42B5F12N4O4V as an isolated structure. The level of theory is wB97M-V/def2-TZVPD.

Atoms and positions in Å:
H -3.598 2.407 3.697
C -2.786 -5.340 -0.689
H 6.263 -3.392 1.047
B -2.575 2.508 4.024
H -0.873 -5.436 -4.856
H -2.995 3.923 0.163
H -4.465 4.376 -0.782
B 1.372 0.792 -3.493
H 0.982 -3.646 -1.957
C 6.725 3.692 2.340
H -2.550 2.840 5.050
C -5.732 0.172 -3.303
H 6.833 1.160 3.569
H -4.622 3.287 0.527
H 5.464 1.326 -0.472
H -8.867 2.518 -0.501
H -5.618 -0.032 -4.368
H -1.069 -3.823 -2.380
O -7.151 1.837 -3.952
F -7.478 -1.030 2.462
H -7.790 0.520 -1.367
H 1.432 -5.132 -2.605
N 5.304 5.612 2.017
H -3.838 2.719 -0.863
F 1.838 1.943 -2.800
C 6.886 -0.660 2.465
V -1.908 1.389 1.134
H -0.659 -6.875 -2.522
N -7.379 1.412 -1.605
C -6.849 1.180 -2.991
O -1.611 -5.996 -1.004
F -7.362 -3.217 1.969
H -1.007 -3.599 -4.760
F -6.371 -1.715 0.648
F -8.634 -1.691 0.747
N 6.722 -1.214 1.245
H -2.025 3.196 3.401
H -4.817 0.529 -2.831
F 1.890 -0.330 -2.784
C 7.100 -2.698 0.978
H 7.636 -2.746 0.030
C 6.135 -0.556 0.230
O -2.192 -0.104 0.601
C 6.566 0.691 2.633
H -3.468 -4.856 -1.388
O -0.274 1.680 1.022
H 7.807 -2.919 1.779
C 5.783 2.870 1.839
F 0.061 0.614 -3.319
C -8.354 2.594 -1.459
H 4.281 7.096 2.996
F 1.401 -2.053 1.935
B -3.939 3.599 -0.248
H 4.777 7.553 1.313
C -1.368 -6.056 -2.401
F 2.085 -2.361 3.998
H 3.398 5.340 1.285
H 5.940 7.450 2.759
C 4.571 3.476 1.349
H 0.486 -4.224 -4.660
F 1.042 -4.019 2.953
H -7.707 3.466 -1.368
C -0.650 -4.728 -2.821
C 6.486 5.057 2.424
F 1.810 0.655 -4.802
N 0.733 -4.616 -2.090
H 6.034 -1.125 -0.682
H -9.038 2.610 -2.308
C -0.531 -4.509 -4.394
C 5.890 0.792 0.365
H -2.353 -6.185 -2.849
H 3.762 2.860 0.984
B 1.896 -2.946 2.791
H -2.236 1.496 3.866
C 4.347 4.860 1.472
H -6.046 -0.690 -2.714
H -3.479 -6.043 -0.225
C 5.065 7.058 2.241
F 3.108 -3.496 2.403
C 6.078 1.397 1.642
H 7.351 -1.327 3.175
H 7.659 3.294 2.706
H 7.196 5.643 2.989
H 0.662 -5.017 -1.166
H -6.582 1.449 -0.986
B -7.477 -1.967 1.460
H -2.538 -4.570 0.042

DFT total energy, Ha: -3535.8304